Record 1
{
  "formula": "C29H45FN11O4PRhSSi",
  "method": "wB97M-V/def2-TZVPD",
  "homo_ev": -11.022,
  "de_lowest_ev": 0.000,
  "charge": 1,
  "lumo_ev": -2.73,
  "homo_lumo_gap_ev": 8.29,
  "elements": ["C", "H", "P", "H", "H", "N", "H", "N", "O", "H", "C", "Rh", "C", "H", "C", "C", "H", "H", "H", "C", "H", "H", "H", "C", "C", "C", "N", "C", "N", "H", "H", "H", "C", "H", "C", "H", "H", "N", "H", "H", "H", "H", "H", "C", "H", "C", "C", "C", "H", "C", "O", "N", "C", "H", "H", "N", "N", "H", "N", "C", "H", "H", "N", "Si", "H", "H", "O", "H", "C", "C", "H", "H", "C", "C", "H", "O", "H", "C", "N", "C", "C", "H", "F", "C", "H", "H", "C", "H", "H", "H", "C", "H", "H", "S"],
  "positions_angstrom": [[-1.063, 2.263, 1.162], [0.293, 5.911, -0.151], [-1.874, 0.013, -1.866], [-2.651, -2.289, -1.594], [-4.904, -1.641, -1.871], [0.413, -0.538, 3.915], [1.917, -2.011, -3.811], [1.002, 4.146, 0.724], [-1.121, -5.584, 2.055], [0.427, -2.595, -3.058], [4.674, 1.833, -2.371], [-0.124, -0.066, -0.297], [-1.788, 0.817, -3.549], [1.412, -2.988, 2.266], [1.180, 2.750, 0.376], [-3.021, -4.602, 4.947], [-1.887, -6.198, 4.320], [-5.017, 0.952, -4.395], [1.112, 4.796, -1.263], [1.965, 1.632, -2.903], [-1.501, -2.163, -2.911], [-2.743, 3.949, 0.082], [-2.025, 1.816, 0.903], [2.588, 0.610, -2.179], [-3.494, -3.332, 4.404], [-1.467, -2.114, 0.691], [-2.464, -3.750, 2.304], [0.929, -1.078, 2.822], [-1.243, 3.657, 1.517], [1.601, 2.221, 1.221], [-1.681, 1.897, -3.438], [-2.225, -1.283, -5.033], [1.023, -1.702, -3.263], [-0.904, 0.449, -4.070], [-3.236, -2.969, 3.150], [-3.578, 1.640, -1.149], [0.906, 1.552, -3.126], [-2.980, 0.539, -4.335], [-4.053, 2.113, -3.466], [1.508, -3.268, 4.841], [-5.505, -1.209, -3.481], [0.449, -1.031, -3.902], [3.213, -1.717, 0.022], [-1.776, 4.378, 0.355], [0.271, 0.452, 4.012], [-4.675, -1.090, -2.785], [0.429, 4.863, -0.415], [0.189, -1.511, 4.988], [-3.598, -2.036, 2.744], [-4.189, 1.055, -3.694], [-0.551, -2.183, -0.210], [-0.130, 2.104, 0.007], [0.068, 4.239, 1.849], [2.160, -3.016, -0.560], [-0.072, 5.287, 2.110], [-2.231, -5.296, 4.021], [-4.539, 0.333, -2.467], [3.485, -2.430, -1.585], [1.035, -2.388, 2.981], [-1.882, -4.931, 2.734], [-1.839, -4.199, 0.386], [-1.650, 2.482, -1.404], [-0.870, 4.292, -0.795], [1.609, -0.902, -1.690], [-0.643, 1.716, 2.006], [0.784, -1.261, 5.864], [-1.737, -1.063, 1.292], [-0.859, -1.536, 5.279], [-2.298, -3.369, 0.911], [2.724, -2.127, -0.858], [4.599, 3.685, -3.452], [-3.287, -3.175, 0.488], [-0.684, 2.899, -1.134], [0.654, -2.831, 4.328], [-3.887, 0.034, -0.490], [-3.238, -5.035, 6.048], [0.001, 2.814, -1.971], [-3.146, -0.890, -4.601], [-3.474, -1.645, -3.396], [2.676, 2.733, -3.360], [-3.589, 0.574, -1.391], [2.175, 3.507, -3.930], [-4.206, -2.547, 5.214], [3.955, 0.733, -1.914], [4.471, -0.038, -1.352], [-1.921, 5.425, 0.619], [4.036, 2.833, -3.091], [-0.135, -3.573, 4.286], [1.855, 2.656, -0.475], [0.487, 3.714, 2.708], [-2.367, -1.691, -2.457], [-3.954, -1.019, -5.321], [5.735, 1.907, -2.167], [1.551, -0.188, 1.486]]
}


Record 2
{
  "formula": "C29H46BBrLaN9O2S3",
  "method": "wB97M-V/def2-TZVPD",
  "homo_ev": -12.806,
  "de_lowest_ev": 0.000,
  "charge": 2,
  "lumo_ev": -4.72,
  "homo_lumo_gap_ev": 8.09,
  "elements": ["H", "H", "C", "C", "N", "C", "O", "H", "C", "C", "B", "C", "C", "C", "H", "H", "H", "H", "S", "C", "H", "H", "H", "La", "N", "N", "H", "H", "C", "S", "H", "H", "N", "H", "N", "H", "H", "H", "H", "H", "H", "H", "N", "C", "C", "C", "H", "C", "C", "H", "H", "H", "N", "C", "N", "H", "H", "C", "H", "H", "C", "H", "C", "H", "H", "Br", "H", "N", "H", "H", "C", "H", "H", "C", "C", "H", "O", "C", "H", "C", "H", "S", "C", "H", "C", "H", "H", "H", "C", "C", "C", "H"],
  "positions_angstrom": [[-5.170, 3.787, -0.360], [2.268, 4.091, 0.809], [0.548, 0.629, -3.998], [0.426, 3.302, -4.534], [-3.296, 1.801, 1.687], [-1.696, -2.606, -4.002], [2.969, 1.015, -0.429], [0.867, -2.488, -3.081], [2.928, -1.098, 3.842], [-3.513, 1.414, 2.996], [-1.850, -1.625, 1.836], [0.007, -2.966, 2.824], [1.245, -2.851, 3.329], [-3.024, 0.168, 3.129], [3.791, -1.266, 1.860], [1.913, -3.605, 3.695], [-4.002, 2.038, 3.716], [-2.784, -2.677, -4.004], [-2.209, 0.776, -0.638], [0.452, -3.492, -3.085], [0.321, 2.745, -6.596], [4.102, 0.553, 4.421], [2.334, -1.323, 5.917], [0.580, 0.922, -0.304], [-1.561, -3.036, -1.607], [-0.440, -1.705, 2.498], [0.608, -0.419, -3.731], [-0.608, -3.835, 2.679], [-2.671, 0.788, 1.043], [0.704, -1.900, -0.486], [6.122, 1.800, 1.687], [3.920, -2.750, 2.808], [3.673, 2.698, 0.897], [-3.592, -3.679, -1.951], [1.571, -1.506, 3.330], [-1.124, -5.595, -2.334], [7.109, 1.263, 0.312], [-1.787, 3.942, 1.345], [-2.171, 3.456, -0.324], [0.682, -3.956, -4.044], [-1.147, -5.332, -4.079], [-3.738, 4.152, 3.037], [-1.871, -2.243, 0.407], [-3.078, -2.735, -0.043], [0.518, 2.782, -3.263], [-1.065, -3.514, -2.949], [0.451, 0.467, -7.402], [-2.572, 3.894, 0.585], [0.412, -0.005, -6.423], [-0.506, -0.590, -6.369], [-4.766, 4.858, 1.796], [-5.659, 2.294, 0.442], [0.578, 1.494, -2.977], [0.453, 1.020, -5.327], [2.347, 3.120, 1.096], [-1.426, -1.563, -3.822], [-5.308, 3.417, 2.637], [3.897, 1.615, 0.126], [-4.393, 2.266, -0.799], [-1.340, -2.897, -4.990], [3.125, 0.408, 3.959], [0.379, 4.367, -4.706], [-1.524, -4.963, -3.127], [-3.010, -0.486, 3.981], [-2.606, -5.070, -3.146], [0.556, 3.941, -1.748], [3.125, 0.896, 2.987], [-2.508, -0.222, 1.913], [0.946, -4.066, -2.304], [4.074, -1.419, 5.626], [6.237, 1.836, 0.603], [3.050, -2.788, 5.236], [-2.889, 4.913, 0.366], [3.957, -1.663, 2.864], [-4.807, 2.836, 0.028], [4.958, -1.383, 3.192], [5.122, 1.182, -0.039], [-0.957, -2.416, -0.566], [4.428, 3.187, 1.354], [0.528, -0.822, 2.799], [6.336, 2.858, 0.238], [0.422, 0.897, 2.529], [0.393, 2.387, -5.577], [1.253, -0.693, -6.345], [-4.431, 3.917, 2.229], [-2.553, -2.339, 2.501], [-3.959, -2.709, 0.572], [2.375, 0.882, 4.588], [3.096, -1.702, 5.237], [-3.772, 3.108, 1.115], [-2.895, -3.216, -1.282], [2.117, 3.032, 2.084]]
}


Record 3
{
  "formula": "C29H46BrHgN3P2",
  "method": "wB97M-V/def2-TZVPD",
  "homo_ev": [-12.292, -12.291],
  "de_lowest_ev": 2.242,
  "charge": 2,
  "lumo_ev": [-8.75, -8.76],
  "homo_lumo_gap_ev": [3.54, 3.53],
  "elements": ["C", "H", "C", "H", "H", "H", "Br", "N", "C", "H", "H", "C", "N", "H", "C", "H", "C", "H", "H", "H", "H", "H", "H", "C", "H", "C", "H", "P", "H", "H", "H", "C", "C", "C", "H", "H", "C", "H", "H", "H", "C", "C", "H", "H", "H", "C", "H", "C", "H", "C", "C", "H", "P", "H", "H", "H", "C", "H", "C", "N", "C", "H", "H", "H", "C", "C", "H", "C", "C", "C", "H", "H", "H", "C", "H", "H", "H", "H", "C", "H", "C", "Hg"],
  "positions_angstrom": [[-4.419, 3.987, 0.847], [-6.684, 0.346, 0.877], [-0.634, 1.778, 3.558], [-1.309, -5.873, -1.708], [-0.583, -0.716, 5.519], [1.815, 0.106, 3.602], [-0.101, 0.337, -4.875], [-0.043, -3.467, -0.060], [6.735, 1.661, -1.598], [-6.264, -1.020, -0.156], [0.142, 2.800, -3.170], [0.246, 2.886, 2.981], [8.700, 0.845, -2.747], [-0.640, -3.910, 2.005], [-5.965, -0.476, 0.746], [6.169, -1.302, -3.225], [-4.499, 0.018, 0.674], [-1.886, -1.884, 5.419], [-2.540, 1.427, -1.965], [-1.394, -1.955, 2.818], [-3.841, 4.886, 1.086], [1.429, 3.093, -0.987], [8.525, -0.911, -3.824], [-1.257, -5.309, 0.397], [4.172, -0.633, -1.898], [-0.981, -1.530, 4.908], [-4.127, 0.315, 1.666], [-0.388, 0.208, 2.656], [1.284, -2.048, 1.353], [-6.079, -1.178, 1.578], [-4.373, 2.643, -3.177], [1.707, -1.690, 2.310], [8.079, 1.768, -2.013], [-3.571, 1.034, -1.929], [1.363, -2.374, 3.096], [-0.265, -2.358, 4.904], [1.388, -0.223, 2.643], [-3.813, -0.755, 0.293], [-2.411, -0.699, 3.513], [-4.996, 3.695, 1.735], [3.694, 1.254, -1.001], [6.647, -0.401, -2.846], [-0.426, 1.615, 4.625], [-1.707, 2.042, 3.507], [-5.119, 4.242, 0.040], [4.564, 0.344, -1.596], [8.716, 2.624, -1.744], [7.999, -0.205, -3.171], [-4.142, 1.130, -4.039], [-4.457, 1.554, -3.081], [0.650, 0.651, -3.226], [2.187, -1.051, -0.697], [-4.399, 1.490, -0.383], [2.801, -1.783, 2.253], [-2.897, 2.459, 1.249], [-5.516, 1.302, -2.908], [-0.291, -4.104, -1.201], [0.780, -1.493, -2.727], [-0.653, -4.200, 0.945], [-1.030, -5.229, -0.963], [2.278, 1.078, -1.124], [6.367, 2.439, -0.925], [1.849, 0.430, 1.878], [0.152, 2.935, 1.886], [0.118, -3.775, -2.574], [1.002, -0.456, -2.419], [-0.415, -2.870, -2.896], [0.669, 1.955, -2.684], [1.390, 2.142, -1.488], [5.968, 0.531, -1.999], [-0.065, 3.868, 3.348], [-2.746, 3.214, -0.340], [-3.516, -0.066, -1.938], [-1.377, -1.087, 3.497], [1.296, 2.726, 3.244], [-0.198, -4.583, -3.244], [-1.816, -6.098, 0.841], [1.208, -3.644, -2.666], [-3.476, 2.851, 0.401], [4.053, 2.174, -0.502], [1.774, -0.244, -1.271], [-0.609, 0.719, 0.086]]
}


Record 4
{
  "formula": "C29H46BrN3P2PtS",
  "method": "wB97M-V/def2-TZVPD",
  "homo_ev": [-12.273, -12.271],
  "de_lowest_ev": 6.864,
  "charge": 2,
  "lumo_ev": [-7.03, -8.84],
  "spin_multiplicity": 3,
  "homo_lumo_gap_ev": [5.24, 3.43],
  "elements": ["H", "C", "H", "C", "H", "C", "H", "H", "H", "H", "H", "H", "H", "H", "H", "C", "H", "P", "H", "C", "C", "N", "C", "N", "Br", "H", "C", "C", "C", "H", "H", "C", "C", "H", "H", "H", "P", "C", "H", "C", "H", "Pt", "H", "C", "H", "C", "H", "H", "H", "H", "C", "C", "H", "H", "C", "H", "C", "C", "N", "H", "H", "S", "C", "C", "H", "H", "C", "H", "C", "H", "H", "H", "H", "H", "H", "C", "C", "H", "C", "H", "H", "H", "C"],
  "positions_angstrom": [[2.993, 5.104, 0.381], [-0.520, -1.093, -2.562], [0.454, 3.965, 3.377], [1.090, -0.988, -4.820], [-0.854, 4.687, 2.423], [-1.412, -0.950, 1.750], [3.196, -0.276, -1.656], [5.652, 1.154, -0.405], [-2.594, -0.293, -7.525], [0.238, -3.751, 2.289], [-1.152, -1.021, -1.645], [2.216, -2.579, -3.884], [-2.515, -1.492, 4.637], [2.149, 2.653, 0.030], [-2.167, 0.298, 3.129], [2.659, 3.262, -0.715], [1.075, 2.514, 1.396], [-0.733, 3.010, -0.152], [-1.706, 0.383, -3.454], [5.193, 0.243, -0.838], [-0.336, 1.091, -5.575], [-0.616, -2.023, 1.596], [-0.682, 1.415, -6.772], [-1.598, -0.538, 3.029], [1.308, -2.225, -0.972], [-4.084, 3.422, 1.566], [-2.837, 0.191, -9.591], [3.586, 4.292, -0.063], [-0.021, -2.763, 2.688], [2.513, 0.899, -3.662], [4.471, 2.531, -4.493], [3.392, 2.708, -4.555], [0.125, 4.204, 2.358], [-0.478, 2.109, 2.103], [0.909, -2.300, 3.052], [-2.083, 3.957, -2.264], [3.529, 2.157, -1.861], [-2.063, 4.871, -1.655], [-3.124, 2.625, -0.509], [-0.729, 1.934, -9.291], [3.165, 0.544, -0.098], [0.098, 2.065, -3.741], [4.256, 4.731, -0.817], [-0.963, 4.764, -0.607], [1.649, -0.948, -5.766], [0.059, 2.910, 1.569], [0.125, 2.609, -9.313], [-1.858, -3.492, 3.511], [1.884, 3.757, -1.301], [0.847, 4.913, 1.931], [-1.401, 1.724, -10.530], [0.571, -1.939, -2.652], [-3.694, -0.489, -9.739], [-1.124, 5.364, 0.294], [3.684, 0.508, -1.055], [-2.486, 1.637, 0.825], [-0.700, -0.004, -3.472], [1.359, -1.910, -3.805], [-2.415, 0.871, -10.676], [-2.499, 3.429, 2.380], [-1.122, 2.265, -11.455], [-2.213, -0.297, 0.436], [-1.176, 1.274, -8.104], [-1.532, -1.453, 4.168], [-2.904, 4.685, 1.185], [-3.064, 5.021, -1.231], [2.661, 1.965, -3.436], [5.349, -0.605, -0.150], [-3.013, 3.624, 1.432], [3.204, 3.788, -4.483], [5.701, 0.026, -1.798], [-0.012, 5.101, -1.030], [3.014, 2.360, -5.520], [4.207, 3.862, 0.737], [-0.847, -1.014, 4.891], [0.135, 0.030, -4.612], [-2.235, 0.333, -8.339], [-0.276, -2.190, 0.647], [-1.033, -2.839, 3.822], [-1.857, 5.702, -2.338], [-0.563, -3.294, 4.702], [1.659, 2.525, -3.249], [-2.479, 2.684, 0.375]]
}


Record 5
{
  "formula": "C29H46F3IN3O9PSSi",
  "method": "wB97M-V/def2-TZVPD",
  "homo_ev": -7.321,
  "charge": 0,
  "smiles": "[H]/N=C(\\C)C[C@@H]1C[C@H](S)[C@@](CCCC(=O)OCC)(CCO[Si](C)(C)C)[N@@+](COC(F)(F)F)(P(O)O)[C@@]1(CC(=O)I)C(=O)[O-].c1ccncc1",
  "lumo_ev": -1.01,
  "homo_lumo_gap_ev": 6.31,
  "elements": ["H", "Si", "C", "O", "H", "C", "C", "H", "S", "O", "H", "H", "H", "C", "C", "H", "H", "H", "F", "F", "H", "C", "C", "C", "H", "H", "C", "C", "H", "H", "N", "H", "C", "C", "H", "H", "H", "H", "H", "C", "H", "H", "C", "H", "C", "F", "H", "O", "H", "H", "H", "C", "C", "N", "C", "O", "H", "H", "H", "H", "P", "H", "O", "C", "C", "H", "N", "I", "C", "C", "C", "C", "C", "H", "H", "H", "H", "H", "O", "C", "O", "O", "C", "H", "O", "C", "H", "H", "H", "C", "H", "H", "H", "H"],
  "positions_angstrom": [[0.359, 0.295, 1.341], [-5.522, 1.525, -0.602], [1.226, 3.502, -1.995], [-3.083, -1.944, -0.108], [-1.203, 2.341, -1.314], [0.099, -2.373, -1.085], [4.559, 4.385, 0.784], [-3.682, -1.183, -0.348], [-1.948, 1.170, -3.762], [3.833, 4.438, -1.727], [4.656, 0.164, 9.036], [-6.826, 2.132, 1.582], [-1.938, -2.783, -2.271], [-0.364, -3.734, -0.205], [4.380, 0.483, 8.037], [-1.663, 0.200, 2.167], [5.296, 4.965, 1.489], [0.749, -3.542, -4.019], [0.659, -0.372, 3.837], [2.719, -0.049, 2.678], [0.744, 1.027, -3.085], [-0.757, -1.306, -3.491], [-6.466, -0.151, -0.965], [-1.304, 1.409, -0.565], [-1.163, 1.133, -4.924], [0.793, -7.391, -3.392], [0.941, -6.336, -2.901], [2.981, 0.346, 6.091], [-5.918, 3.929, -1.417], [1.420, 3.380, -3.166], [-1.597, -5.960, -3.121], [-5.911, -1.027, -0.402], [1.502, 2.052, -1.203], [3.758, 1.344, 5.525], [-3.208, 0.793, 0.749], [-6.559, -0.361, -2.134], [1.634, -3.933, -1.688], [2.716, -0.872, 7.848], [-5.448, 0.874, 1.845], [-1.502, -0.201, -2.579], [0.295, -1.072, -3.912], [2.685, 1.918, -1.325], [-5.712, 1.888, 1.273], [4.949, 3.257, 0.763], [-0.579, 0.151, -1.274], [2.248, -2.145, 3.710], [-1.459, -1.512, -4.435], [-1.589, -4.534, -0.412], [3.497, 4.435, 1.288], [-2.558, -0.674, -2.279], [-7.560, 2.958, -1.062], [1.587, -2.748, -1.512], [-0.318, -3.761, -3.526], [-0.250, -1.071, -0.382], [2.390, 4.574, -1.473], [1.048, -1.636, 1.724], [1.339, 2.128, -0.045], [-4.935, 2.703, 1.592], [1.642, -0.074, -1.894], [1.066, -6.510, -1.740], [-1.628, -1.573, 0.672], [-1.055, -3.651, -4.466], [1.927, 5.625, -0.758], [5.095, 1.478, 7.390], [2.936, -2.509, -0.690], [1.780, -0.269, 0.313], [4.809, 1.922, 6.147], [3.857, -3.746, 0.883], [-2.863, 1.459, -0.172], [3.302, -0.091, 7.372], [-0.345, -5.333, -3.166], [4.647, 5.100, -0.691], [-0.795, -2.644, -2.477], [3.550, 1.717, 4.526], [-3.030, 2.571, 0.250], [-0.757, 1.846, 0.406], [4.450, 6.274, -0.608], [1.943, -5.811, -3.257], [-1.783, -0.809, 2.174], [0.723, -0.608, 0.680], [3.690, -1.420, -1.020], [0.463, -4.341, 0.691], [-6.504, 2.909, -1.576], [0.181, 3.965, -1.748], [-3.890, 1.306, -1.187], [1.626, -1.016, 2.920], [5.779, 5.010, -1.043], [2.146, -0.080, 5.546], [-1.461, -6.966, -2.878], [0.816, 0.787, -1.954], [-6.562, 2.591, -2.703], [5.943, 1.959, 7.869], [1.787, -2.260, -2.587], [-7.527, -0.038, -0.479]]
}